# 1
{"formula": "C15H13N3O2", "method": "ωB97M-V/def2-TZVPD", "symbols": ["C", "C", "C", "C", "C", "O", "C", "C", "N", "C", "C", "C", "C", "C", "C", "N", "N", "O", "C", "C", "H", "H", "H", "H", "H", "H", "H", "H", "H", "H", "H", "H", "H"], "positions_angstrom": [[-3.68752, -2.59703, -1.08461], [-3.15339, -1.31152, -0.52870], [-2.44311, -0.42168, -1.31730], [-1.95458, 0.77038, -0.80523], [-2.17253, 1.08907, 0.52659], [-1.75586, 2.24253, 1.14614], [-0.92946, 3.11969, 0.44108], [0.38189, 2.51440, 0.06715], [0.90733, 1.41876, 0.50728], [2.10364, 1.35649, -0.16106], [3.03217, 0.25481, 0.03492], [2.66030, -0.80728, 0.86014], [3.55950, -1.84433, 1.03656], [4.78379, -1.78398, 0.38918], [5.05049, -0.68023, -0.41197], [4.20421, 0.31331, -0.58818], [2.28192, 2.37100, -0.96244], [1.16682, 3.13444, -0.82713], [-2.88701, 0.20186, 1.32937], [-3.36847, -0.97812, 0.80563], [-3.34515, -3.44195, -0.48901], [-3.36415, -2.74108, -2.11220], [-4.77697, -2.59457, -1.06202], [-2.26113, -0.65504, -2.35666], [-1.40772, 1.42999, -1.46170], [-1.41352, 3.51145, -0.46641], [-0.74929, 3.96040, 1.12122], [1.69277, -0.79722, 1.33562], [3.31003, -2.68444, 1.66855], [5.51377, -2.57062, 0.50116], [5.99090, -0.58638, -0.93908], [-3.04973, 0.46345, 2.36272], [-3.91997, -1.65654, 1.44040]], "forces_ev_per_angstrom": [[-0.03, 0.02, 0.05], [0.05, 0.00, -0.10], [-0.11, -0.12, 0.11], [0.07, 0.34, 0.13], [-0.21, -0.23, -0.06], [0.03, -0.20, 0.05], [-0.11, 0.41, -0.17], [0.61, -0.59, 0.14], [-0.50, 0.24, 0.23], [-0.70, 1.02, -0.27], [0.31, -0.69, 0.25], [0.07, 0.18, -0.14], [0.12, 0.05, -0.08], [-0.13, 0.04, 0.04], [0.21, -0.30, 0.07], [-0.17, 0.44, -0.18], [1.21, -0.60, -0.31], [-0.97, 0.24, 0.37], [0.13, 0.23, 0.00], [0.08, 0.10, -0.08], [0.00, -0.11, -0.02], [-0.01, -0.06, -0.07], [-0.07, -0.08, -0.05], [0.01, -0.03, -0.09], [0.06, 0.07, -0.04], [0.06, -0.04, 0.14], [-0.04, -0.10, -0.19], [-0.07, -0.01, 0.05], [-0.02, -0.04, 0.03], [0.07, -0.05, -0.01], [0.11, -0.08, 0.00], [-0.02, 0.03, 0.14], [-0.06, -0.06, 0.09]], "nbo_charge": [-0.622, -0.046, -0.183, -0.318, 0.371, -0.492, -0.125, 0.493, -0.487, 0.272, 0.127, -0.213, -0.172, -0.247, 0.041, -0.379, -0.103, -0.274, -0.257, -0.196, 0.216, 0.214, 0.217, 0.209, 0.213, 0.203, 0.230, 0.243, 0.219, 0.221, 0.195, 0.220, 0.210], "lumo_ev": 0.4, "smiles": "Cc1ccc(OCc2nc(-c3ccccn3)no2)cc1", "total_charge": 0, "energy_ha": -894.11006, "homo_energy_ev": -8.517, "e_above_lowest_ev": 0.224, "orbital_gap_ev": 8.90}

# 2
{"formula": "C2H8S2", "method": "ωB97M-V/def2-TZVPD", "symbols": ["C", "S", "H", "H", "H", "H", "C", "S", "H", "H", "H", "H"], "positions_angstrom": [[-1.37910, -0.00059, 1.26629], [-1.26515, 1.80962, 1.54202], [-2.41048, -0.24241, 1.01342], [-1.21577, -0.45640, 2.23642], [-0.69734, -0.27343, 0.47676], [-0.91156, 2.14415, 0.27662], [1.13128, -0.56248, -1.59924], [1.95750, -1.14544, -0.07592], [0.14574, -1.00004, -1.71798], [1.75226, -0.80319, -2.45720], [1.01820, 0.51633, -1.53849], [1.87440, 0.01389, 0.57730]], "forces_ev_per_angstrom": [[-0.99, 0.83, 0.26], [0.27, -0.04, -0.44], [0.09, -0.04, -0.31], [0.57, -0.23, -0.13], [0.19, -0.44, 0.22], [-0.19, -0.09, 0.40], [0.14, 0.16, 0.18], [-0.07, -0.05, -0.24], [-0.04, -0.16, 0.02], [-0.03, -0.02, -0.02], [0.05, 0.02, -0.09], [0.01, 0.07, 0.14]], "nbo_charge": [-0.714, -0.066, 0.211, 0.225, 0.223, 0.116, -0.732, -0.052, 0.213, 0.225, 0.223, 0.126], "lumo_ev": 0.7, "smiles": "CS.CS", "total_charge": 0, "energy_ha": -877.34306, "homo_energy_ev": -9.072, "e_above_lowest_ev": 0.426, "orbital_gap_ev": 9.78}

# 3
{"formula": "C3H5NS", "method": "ωB97M-V/def2-TZVPD", "symbols": ["S", "C", "N", "C", "C", "H", "H", "H", "H", "H"], "positions_angstrom": [[-2.46035, 0.00159, -0.67787], [-1.45062, -0.72783, 0.33889], [0.37361, -0.69386, 0.31690], [0.86265, -0.00838, -0.83666], [0.79819, 0.65143, 0.53371], [-1.78041, -1.23115, 1.29305], [0.14145, 0.07920, -1.69865], [1.77157, -0.31449, -1.20507], [1.65948, 0.75671, 1.13275], [0.08443, 1.48679, 0.80296]], "forces_ev_per_angstrom": [[1.25, -0.76, 0.63], [2.28, 0.59, 0.49], [-4.41, -1.92, 0.73], [-2.54, 1.20, -0.08], [-1.57, 1.91, -0.99], [0.73, 0.38, -1.15], [0.43, 0.81, 1.26], [2.17, -0.88, -0.42], [1.21, -0.12, 0.34], [0.45, -1.19, -0.81]], "nbo_charge": [0.100, -0.161, -0.400, -0.281, -0.273, 0.205, 0.210, 0.198, 0.201, 0.200], "lumo_ev": -0.5, "smiles": "S=CN1CC1", "total_charge": 0, "energy_ha": -570.11640, "homo_energy_ev": -9.026, "e_above_lowest_ev": 3.215, "orbital_gap_ev": 8.54}